Entry 1:
Here is C12H30I2NO9S3 as an isolated structure at a distorted geometry from the OMol25 dataset. Energies are from ωB97M-V/def2-TZVPD.

Geometry as XYZ:
```
57
Properties=species:S:1:pos:R:3
C 0.57678 3.60885 0.12834
C -0.72390 4.39313 0.31777
I -0.29499 5.90024 1.86273
C -1.88081 3.39182 0.47398
N -2.32732 2.96241 -0.69364
I -3.61963 4.36088 1.83248
H 0.37997 2.81258 -0.59637
H 0.91695 3.17240 1.07365
H 1.37817 4.24850 -0.25469
H -0.94444 5.01658 -0.55032
H -1.57502 2.57169 1.13209
H -2.75386 3.74621 -1.19202
O -0.33797 1.42293 3.54763
S 0.78827 1.47795 4.42398
O 2.09042 1.70359 3.87710
O 0.80434 0.15546 5.30911
C 0.69987 -1.10400 4.59453
C 1.99122 -1.53456 3.94306
C 0.49497 2.61942 5.72459
H -0.11428 -1.01954 3.87391
H 0.39310 -1.80581 5.36845
H 2.28088 -0.86625 3.13453
H 1.86858 -2.53314 3.52459
H 2.80073 -1.55397 4.67357
H -0.48704 2.42361 6.14447
H 0.52618 3.60534 5.26303
H 1.28106 2.51160 6.46640
O 2.95444 -3.20729 1.21871
S 3.33877 -3.27638 -0.16024
O 4.24584 -2.29497 -0.66844
O 2.05233 -3.36616 -1.05311
C 1.01429 -2.33657 -0.89286
C 1.37165 -1.03598 -1.56191
C 3.97235 -4.87954 -0.51716
H 0.80887 -2.22144 0.17117
H 0.14627 -2.78960 -1.36479
H 2.20461 -0.52897 -1.07784
H 0.49897 -0.38322 -1.53297
H 1.63047 -1.21595 -2.60524
H 3.27851 -5.62374 -0.13773
H 4.93182 -4.94853 -0.00969
H 4.10162 -4.96826 -1.59212
O -1.70089 -2.12099 -3.16903
S -1.77131 -1.22878 -4.29167
O -0.86226 -0.12856 -4.34745
O -3.25123 -0.75412 -4.49198
C -3.98060 -0.17240 -3.35367
C -3.54906 1.22770 -3.01685
C -1.63447 -2.15404 -5.78437
H -3.87864 -0.84940 -2.50544
H -5.01043 -0.21820 -3.70135
H -2.54636 1.27374 -2.59655
H -4.20737 1.64315 -2.25430
H -3.58463 1.85839 -3.90651
H -2.32656 -2.99004 -5.74653
H -0.60570 -2.50360 -5.83389
H -1.85355 -1.49421 -6.61913
```

Output
**Multiplicity**: 1
**Kohn-Sham gap**: 5.4 eV
**Net charge**: -1
**HOMO**: -0.128 hartree

Atomic partial charges in e from the Mulliken method, atoms 1 to 6: atom 1 (C): -1.0683, atom 2 (C): -0.1863, atom 3 (I): -0.0896, atom 4 (C): -0.7198, atom 5 (N): -0.4362, atom 6 (I): -0.4733

Entry 2:
Here is a 3-piece molecular cluster, C12H30IN2O4 overall at a distorted geometry from the OMol25 dataset. Energies are from ωB97M-V/def2-TZVPD.

Geometry as XYZ:
```
49
Properties=species:S:1:pos:R:3
I -66.99222 -38.93920 17.16592
C -71.06479 -39.18678 21.41681
O -70.34766 -40.37449 21.15743
C -70.02197 -40.42896 19.82225
C -69.26712 -41.77655 19.64913
N -68.95447 -41.94177 18.15366
C -68.13254 -43.06853 17.93372
C -67.93956 -43.25559 16.48100
O -67.07591 -44.28546 16.29448
C -66.58097 -44.52288 15.14474
H -70.26669 -38.28964 21.42181
H -71.40297 -39.40309 22.32232
H -71.79398 -39.14335 20.65882
H -69.24728 -39.65376 19.61322
H -70.79620 -40.43622 19.07210
H -69.81951 -42.63871 19.93853
H -68.37044 -41.48308 20.28304
H -68.33793 -41.18482 17.63349
H -68.67726 -43.81802 18.20250
H -67.07076 -42.77300 18.29203
H -67.63542 -42.27574 15.97058
H -68.97707 -43.49185 16.06447
H -66.03263 -45.49299 15.16347
H -65.73321 -43.75512 14.87697
H -67.11426 -44.43980 14.29202
C -70.73309 -30.89607 20.22627
O -70.70045 -30.89602 18.82811
C -69.62471 -31.78026 18.34279
C -69.63748 -31.55847 16.88039
N -68.74263 -32.49134 16.20262
C -69.46797 -33.71059 15.80751
C -68.34768 -34.70316 15.10929
O -68.97953 -35.82431 14.46345
C -68.28389 -37.03827 14.52007
H -71.14632 -30.01738 20.58705
H -69.86223 -30.52113 20.66004
H -71.00863 -31.79666 20.62269
H -69.81706 -32.82459 18.56097
H -68.56280 -31.47439 18.68123
H -69.44028 -30.61849 16.39533
H -70.68528 -31.58120 16.41762
H -67.91746 -32.85087 16.73615
H -70.26519 -33.43516 15.05819
H -69.86184 -34.18264 16.51490
H -67.75852 -35.14742 15.84590
H -67.79176 -34.24078 14.38138
H -68.55442 -37.69304 13.84608
H -68.55696 -37.52032 15.32990
H -67.22697 -36.83683 14.16195
```

Output
**Multiplicity**: 1
**Kohn-Sham gap**: 6.6 eV
**Net charge**: -1
**HOMO**: -0.148 hartree

Atomic partial charges in e from the Mulliken method, atoms 1 to 6: atom 1 (I): -0.7818, atom 2 (C): -0.7577, atom 3 (O): -0.3009, atom 4 (C): -0.4117, atom 5 (C): -0.5188, atom 6 (N): -0.1266

Entry 3:
Here is C12H30InN2O12P2 as an isolated structure at a distorted geometry from the OMol25 dataset. Energies are from ωB97M-V/def2-TZVPD.

Geometry as XYZ:
```
59
Properties=species:S:1:pos:R:3
In 0.17785 -0.87647 -0.51485
P 2.39905 -0.96386 -3.21124
O 3.13818 -1.80399 -4.30586
O 2.55985 -1.61557 -1.81789
O 0.84325 -1.24864 -3.38313
O 2.51504 0.57142 -3.14272
P -0.73858 -3.91158 -0.70091
O -0.87740 -5.49044 -1.00875
O 0.75710 -3.54289 -0.64818
O -1.51313 -3.25742 0.51381
O -0.96579 -3.04900 -1.91232
C -3.22183 -0.75296 -1.98652
O -2.08836 0.08258 -2.07392
C -1.89003 0.72711 -3.33980
C -0.97937 2.01305 -3.02065
N 0.22370 1.67219 -2.24566
C 0.98906 2.81960 -1.62486
C 2.20348 2.47600 -0.72047
O 1.94953 1.40840 0.27048
C 1.93758 1.88876 1.65045
H -3.46149 -1.04965 -0.96542
H -3.23757 -1.64009 -2.61965
H -4.12941 -0.18378 -2.18761
H -2.76081 1.13020 -3.85687
H -1.49033 0.01769 -4.06442
H -1.57205 2.79675 -2.54881
H -0.63583 2.38149 -3.98726
H 0.87840 1.09769 -2.75694
H 0.26524 3.24301 -0.92850
H 1.41653 3.45538 -2.40021
H 2.51573 3.38694 -0.20980
H 2.95556 2.00666 -1.35466
H 1.29746 1.17805 2.17317
H 1.58420 2.91987 1.65667
H 2.91846 1.77947 2.11309
C -1.23308 2.70360 1.87379
O -1.66831 1.58845 1.07285
C -2.63362 0.71752 1.77657
C -1.95038 -0.19479 2.82095
N -0.94481 -1.06889 2.24702
C -0.04138 -1.63058 3.25602
C 1.24171 -2.35064 2.66913
O 1.90425 -1.46119 1.77387
C 3.32578 -1.68073 1.47967
H -1.96126 3.42332 2.24778
H -0.70599 3.44059 1.26789
H -0.77796 2.25771 2.75818
H -2.93822 0.06295 0.95997
H -3.54827 1.08559 2.24138
H -2.69337 -0.81488 3.32251
H -1.58565 0.29462 3.72403
H -1.41199 -1.86420 1.83554
H -0.70678 -2.19699 3.90758
H 0.40136 -0.87766 3.90809
H 0.95989 -3.23938 2.10448
H 1.87824 -2.61831 3.51250
H 3.69251 -1.03689 0.68026
H 3.57760 -2.72770 1.31069
H 3.85672 -1.47768 2.40971
```

Output
**Multiplicity**: 1
**Kohn-Sham gap**: 2.9 eV
**Net charge**: -3
**HOMO**: 0.112 hartree

Atomic partial charges in e from the Mulliken method, atoms 1 to 6: atom 1 (In): 1.0296, atom 2 (P): 0.1458, atom 3 (O): -0.8643, atom 4 (O): -0.2761, atom 5 (O): -0.3233, atom 6 (O): -0.7104

Entry 4:
Here is C12H30LiO6 as an isolated structure at a distorted geometry from the OMol25 dataset. Energies are from ωB97M-V/def2-TZVPD.

Geometry as XYZ:
```
49
Properties=species:S:1:pos:R:3
Li -11.40416 -23.18249 -0.70758
C -12.28695 -23.91980 2.11150
O -11.38014 -23.13320 1.38924
C -11.07624 -21.82794 1.95938
C -10.36651 -20.82977 0.99438
O -10.85312 -21.00667 -0.35642
C -10.50233 -20.08937 -1.28152
H -13.10426 -23.31867 2.50992
H -11.82679 -24.60329 2.82508
H -12.78587 -24.59425 1.41559
H -10.56756 -21.87956 2.92202
H -12.05961 -21.37899 2.09915
H -9.29100 -20.98880 1.07242
H -10.42287 -19.83377 1.43359
H -9.46020 -19.77482 -1.22569
H -11.19205 -19.25849 -1.13309
H -10.63149 -20.43294 -2.30786
C -10.07901 -23.73032 -3.60536
O -11.08055 -23.03168 -2.86504
C -12.36478 -23.16653 -3.44358
C -13.40240 -22.45163 -2.62611
O -13.24071 -22.56054 -1.20435
C -14.37978 -22.14176 -0.46614
H -9.08347 -23.45931 -3.25386
H -10.04612 -23.53570 -4.67734
H -10.18988 -24.81197 -3.52897
H -12.59118 -24.22350 -3.58379
H -12.35202 -22.78769 -4.46555
H -14.39078 -22.81718 -2.90463
H -13.27009 -21.38760 -2.82220
H -14.17572 -22.20728 0.60258
H -15.21596 -22.76901 -0.77509
H -14.61609 -21.09205 -0.64039
C -13.05891 -26.07498 -0.99437
O -11.83122 -25.33219 -0.80888
C -10.70164 -26.16082 -0.73894
C -9.49960 -25.42426 -0.16679
O -9.36223 -24.03586 -0.61074
C -8.05207 -23.45331 -0.49584
H -13.29912 -26.24591 -2.04374
H -13.89286 -25.54406 -0.53527
H -13.16250 -27.04898 -0.51614
H -10.42735 -26.48141 -1.74397
H -10.87606 -27.01366 -0.08293
H -8.53788 -25.91977 -0.29970
H -9.51069 -25.26079 0.91083
H -7.67533 -23.44556 0.52695
H -8.03133 -22.40421 -0.79088
H -7.27284 -23.98193 -1.04489
```

Output
**Multiplicity**: 2
**Kohn-Sham gap (spin up / spin down)**: 1.7 / 10.5 eV
**Expectation value of S²**: 0.750
**Net charge**: 0
**HOMO (spin up / spin down)**: -0.060 / -0.378 hartree

Atomic partial charges in e from the Mulliken method, atoms 1 to 6: atom 1 (Li): -2.6581, atom 2 (C): -0.5644, atom 3 (O): 0.1742, atom 4 (C): -0.6033, atom 5 (C): -0.7773, atom 6 (O): 0.2319

M values (in g mol⁻¹) by entry order: 682.4, 393.3, 571.1, 277.3.
Energy above the lowest of the compared OMol25 structures with the same formula, charge and spin values (in kcal per mole) by entry order: 0.00, 146.64, 146.26, 9.20.